Entry 1:
{
  "formula": "C24H55B2Br2ClO15P",
  "method": "ωB97M-V with the def2-TZVPD basis set",
  "elements": ["H", "C", "O", "B", "H", "H", "H", "C", "H", "H", "H", "H", "H", "O", "H", "H", "C", "H", "O", "O", "H", "O", "H", "O", "C", "C", "H", "H", "Br", "H", "O", "C", "C", "C", "H", "O", "H", "C", "P", "C", "C", "H", "O", "H", "H", "H", "Cl", "C", "H", "O", "C", "H", "H", "H", "H", "H", "C", "H", "H", "H", "H", "Br", "H", "C", "H", "H", "O", "H", "C", "H", "H", "H", "C", "H", "H", "H", "B", "C", "O", "C", "H", "H", "H", "O", "O", "C", "H", "O", "H", "C", "H", "H", "C", "H", "H", "H", "C", "H", "C", "H"],
  "coordinates": [[6.41444, -3.04094, 3.74897], [8.63455, -1.92196, -0.05259], [6.56874, -2.36384, 1.23223], [0.53750, -2.62788, -2.26730], [3.02940, -0.68103, -3.47572], [-0.02841, 1.19734, -1.22839], [1.74014, -3.25697, -0.39876], [-2.82223, 2.75882, 2.06799], [-3.44055, 4.03951, 0.44468], [-9.57351, 0.68761, -2.65102], [4.23691, 0.06232, -2.23524], [3.86452, -2.08461, -0.65800], [8.27670, -1.48479, 2.06326], [0.44845, 0.20602, -4.37426], [-1.39669, -1.41957, -2.36483], [8.01729, -2.16272, -0.92379], [-0.25964, -1.20720, -2.06354], [-2.62761, 2.80563, 3.14024], [0.52820, -4.64324, -4.43783], [-1.64373, 2.38046, 1.34254], [-10.83847, 1.54994, 1.82476], [-9.24166, 1.71272, 0.51192], [-10.73763, 2.12084, -0.87607], [-0.56274, 3.58269, 3.98789], [7.09214, -3.72639, 3.22782], [6.80096, -3.68999, 1.72589], [-4.49881, 4.10967, 1.88452], [-0.89037, 3.59919, 6.00537], [3.12903, -4.25999, -2.34811], [7.57281, -4.19797, 1.14498], [8.45191, -3.36751, 3.48124], [1.93998, -2.82819, -1.49736], [-0.47842, 3.17802, 1.59205], [9.96905, -3.70639, -0.83989], [-0.63254, 1.98959, 5.30769], [-6.17238, 1.67210, -0.83338], [-4.97632, 0.06801, -0.41599], [3.67986, -0.92351, -2.54924], [0.57510, -3.08312, -4.17039], [-7.77092, 3.29257, -1.68755], [8.65963, -2.96511, 4.82425], [10.58995, -3.02926, -1.43480], [-0.86480, -2.44867, -4.99877], [8.41408, -3.77969, 5.51249], [5.86424, -4.23142, 1.55039], [4.53361, -1.67049, -2.91661], [0.14912, -5.34911, 0.66165], [-10.07140, 2.26808, 1.51846], [1.13954, 0.95098, -4.44941], [9.45431, -3.03905, 0.30015], [-0.62046, -3.71490, -1.70392], [-6.09997, 2.44717, -2.76306], [1.18415, 3.27558, 2.96775], [-0.31306, -1.00015, -0.88885], [7.34590, -0.52349, 0.92605], [-0.54834, -1.80416, -5.72586], [0.15478, 2.90067, 2.95735], [-5.64157, 3.55425, -1.43536], [-5.14124, 0.44284, -2.14120], [9.30156, -1.08768, -0.29698], [-0.68693, 4.23899, 1.44339], [2.32080, -0.22549, 0.13134], [6.94282, -4.74359, 3.60632], [-3.01758, 6.35100, 1.26778], [-2.66506, 6.20531, 0.24238], [9.71382, -2.70308, 4.94548], [-8.69078, 2.49386, -2.44400], [-8.11973, 3.43260, -0.66286], [-0.08377, -5.14804, -1.20686], [-4.12373, 1.48037, -1.08554], [0.15853, 1.82142, 3.14687], [-1.17164, -3.18691, -0.78755], [-9.03827, 1.22891, -1.86310], [10.58302, -4.54417, -0.49875], [-10.53634, 3.19135, 1.16022], [-2.46079, 7.18297, 1.70710], [0.21066, 0.07969, -2.92611], [7.73123, -1.53061, 1.11978], [0.18108, -6.25119, -1.90875], [-3.46095, 4.04561, 1.53899], [-9.44688, 2.51112, 2.38224], [1.66661, -1.89388, -5.81444], [-3.53312, 1.94043, 1.90929], [-2.76831, 5.19042, 2.04297], [0.38508, 1.36075, -2.14828], [-5.03774, 0.88142, -1.14350], [0.75235, 3.11349, 5.52010], [1.95329, -2.46331, -5.01676], [-10.46717, 0.40044, -0.46982], [-6.33586, 2.76375, -1.74088], [-8.14766, 0.64514, -1.62687], [8.05718, -2.08025, 5.05346], [2.95155, -1.58367, -1.25667], [0.24236, 2.88534, 0.81991], [9.15131, -4.10504, -1.44761], [-7.78512, 4.27915, -2.16488], [-0.31024, 3.03516, 5.27053], [-1.45619, -3.78829, -2.55326], [-9.97837, 1.36205, -0.66223], [-4.08450, 6.59514, 1.27211]],
  "e_homo_ha": -0.20947,
  "charge": -1,
  "lumo_energy_ev": 2.06
}



Entry 2:
{
  "formula": "C24H55BF2O18P3V",
  "method": "ωB97M-V with the def2-TZVPD basis set",
  "elements": ["H", "H", "F", "O", "O", "H", "F", "C", "H", "H", "H", "H", "H", "H", "C", "H", "O", "O", "C", "O", "V", "C", "H", "H", "H", "B", "H", "H", "C", "H", "O", "H", "P", "C", "H", "H", "H", "O", "C", "C", "C", "H", "P", "H", "H", "H", "C", "H", "C", "H", "C", "O", "H", "H", "H", "H", "O", "C", "H", "P", "O", "H", "C", "H", "C", "H", "H", "C", "H", "H", "C", "H", "H", "H", "H", "C", "C", "C", "O", "O", "H", "H", "C", "H", "H", "H", "H", "O", "C", "H", "O", "H", "C", "O", "C", "H", "O", "H", "O", "H", "H", "H", "O", "H"],
  "coordinates": [[2.56214, 2.79596, 1.38858], [-4.89456, 4.24528, 1.27177], [4.21778, -3.27772, -0.28316], [4.21438, -4.75812, 1.38928], [-0.03804, -4.14806, -3.57500], [-6.11563, -5.00053, -2.56865], [0.91079, -3.40668, -5.54724], [2.43340, 2.37112, 0.39307], [-2.67584, -3.35345, -4.69420], [-0.17791, 5.08580, 2.73751], [-6.15709, -5.59705, -0.94561], [0.46748, -2.15088, -4.16360], [1.35020, 2.38847, 0.27272], [3.53320, 2.33486, 3.98978], [5.41186, 3.20471, 4.55516], [0.33050, -1.99415, -0.36880], [-2.91377, -1.75979, -0.01923], [6.88951, 1.71506, 1.00150], [8.03070, 0.88314, 1.11345], [4.47148, 1.32762, 0.17271], [-1.04871, -1.06048, 0.85362], [0.22336, 3.47230, -2.16374], [-5.58568, 1.46804, 0.51779], [8.52087, -0.22050, 3.00137], [5.08306, 3.33705, 5.58593], [0.14595, -1.18591, -1.05939], [-4.28110, 4.11144, -1.54916], [0.18236, 3.77534, -3.20996], [0.79460, -3.18628, -4.25876], [-1.40698, 2.99178, 3.53588], [-3.71333, 2.58208, -0.33682], [-4.65239, -0.69334, 1.78439], [5.41685, 1.17541, 1.47817], [3.45962, -3.85286, 0.64917], [-3.80584, -2.12554, -5.04917], [2.80407, 3.15882, -0.26285], [-6.94720, -3.50521, -0.24913], [-4.87469, -3.30508, -0.70814], [3.89223, -4.55070, 2.66443], [0.77442, -5.10973, -3.04291], [8.35134, 0.79868, 2.65403], [0.75356, 4.27134, -1.64556], [-2.38684, 2.23745, 0.44929], [7.63193, 1.33797, 3.27024], [4.92805, 1.21553, 4.23246], [2.82728, 0.09028, 0.70838], [-1.13895, 3.00337, -1.77128], [-4.27110, -3.52523, -4.02997], [-1.23913, 3.21842, 2.48300], [-5.88229, 1.28736, 2.32936], [-5.51159, -0.48287, 1.14754], [-1.17693, 2.97650, -0.38880], [0.09835, -0.24154, -0.53963], [8.86861, 1.24957, 0.52037], [-1.95029, 5.21536, 2.27585], [-7.11832, 0.98786, 1.33639], [-2.24240, 0.76051, 0.51846], [-6.56117, -4.81707, -1.59094], [7.71717, -0.03366, 0.61418], [-4.21872, -1.82326, -0.69554], [5.51379, -0.20218, 2.11113], [6.44837, 2.87640, 4.47798], [-6.26102, -3.41987, -1.09173], [2.53756, -4.21271, 0.19267], [3.12799, -2.77046, 1.56889], [1.97059, -2.69583, -2.76660], [-6.15775, 3.65018, 0.16593], [-5.28452, 4.29640, 0.25520], [5.35117, 4.13610, 3.99218], [-0.63505, 4.77285, 1.18170], [-4.02875, 3.92877, -0.50463], [2.95632, -3.22462, -4.22685], [-3.32806, 4.70049, -0.18588], [9.18725, 1.46335, 2.87215], [-7.61789, -5.02182, -1.76276], [3.06702, 0.98695, 0.13689], [-3.04763, -2.05851, -2.97671], [-6.03284, 0.88919, 1.32592], [-2.49190, 3.04131, 1.82127], [3.25806, -3.40486, 2.77986], [-1.93987, 3.60930, -2.19493], [3.92387, -2.04474, 1.73626], [2.09472, -3.40584, -3.58427], [-5.75855, 5.25072, 0.02568], [-6.56573, -2.66545, -1.81706], [2.71314, 0.67053, -0.84430], [-0.47689, 2.53442, 2.10986], [2.10093, -4.74799, -3.08889], [4.60119, 2.17790, 3.83861], [-6.19332, -1.24491, 1.52523], [-4.06307, -1.47271, -2.28656], [-0.82393, -1.34357, -1.50519], [-1.01915, 4.65454, 2.19490], [4.96838, 2.41657, 2.47697], [-3.49423, -2.79133, -4.24436], [0.85739, 2.61109, -2.37447], [4.16054, -5.27580, 3.59244], [-2.29950, -2.62565, -2.42285], [0.29722, -6.17582, -2.49886], [-2.32952, -1.31384, -3.32006], [0.90848, -1.38335, -1.79682], [2.13894, -2.31454, 1.52394], [-5.41514, -0.83926, -0.24750], [-1.22923, 2.07943, -2.34249]],
  "spin_multiplicity": 4,
  "e_homo_ha": [-0.45590, -0.45590],
  "charge": 1,
  "lumo_energy_ev": [-4.28, -4.33]
}



Entry 3:
{
  "formula": "C24H55ClN2P",
  "method": "ωB97M-V with the def2-TZVPD basis set",
  "elements": ["H", "H", "H", "H", "H", "H", "C", "H", "H", "C", "C", "C", "H", "H", "H", "C", "H", "H", "C", "N", "H", "H", "H", "H", "C", "H", "H", "H", "H", "H", "H", "H", "H", "C", "H", "H", "H", "H", "H", "H", "P", "C", "C", "H", "H", "H", "H", "C", "C", "C", "H", "H", "H", "H", "C", "H", "H", "C", "C", "H", "H", "C", "H", "H", "C", "H", "N", "H", "Cl", "H", "C", "H", "H", "H", "H", "H", "C", "C", "C", "H", "C", "H", "C"],
  "coordinates": [[2.28762, 5.69940, 3.73115], [-6.88657, -4.28894, -0.08794], [2.34517, -0.40128, -0.87018], [5.91294, 6.67685, 3.65655], [7.40286, 8.79356, 2.01317], [-10.22775, -6.03643, -0.33100], [3.70083, -2.22631, 0.77027], [1.81790, -1.35878, 1.35066], [5.12709, 0.52554, 1.58422], [-9.36203, -4.35085, -1.39142], [-6.93356, -4.47132, -2.24201], [-0.41813, -1.79487, -0.14932], [-0.26919, -5.54573, -2.02280], [0.69014, -2.61624, -2.65944], [-2.87903, -0.08172, -0.79957], [-0.18053, -3.03052, -2.14326], [2.46155, 7.87573, 2.54425], [4.69401, 2.87135, 2.32094], [6.44858, 6.99396, 2.75658], [-1.73294, -4.78889, -3.91251], [-9.77517, -6.39117, -1.99762], [-1.62194, -4.89036, -4.91337], [5.82938, 1.67355, 0.47762], [3.73348, 7.17437, 0.56087], [4.27193, 7.47825, 1.46499], [3.84406, 5.19101, 3.08565], [-10.34232, -3.95834, -1.67194], [-8.53553, -6.26365, -0.75203], [-9.08085, -3.82117, -0.47591], [-1.57544, 0.75144, -1.67970], [3.86045, 3.21110, 0.80764], [5.40005, 5.63725, 1.46043], [-5.31406, -4.33775, -0.84498], [6.85455, 8.45633, 2.89577], [7.49619, 8.60737, 3.76426], [4.74432, -1.94039, 0.63811], [-6.30896, -4.16392, -3.08788], [-1.46638, 0.56553, 0.09224], [3.95883, 1.42563, -1.09421], [0.00091, -4.03303, 1.30211], [-0.44220, -4.64121, -3.08220], [-6.25739, -2.40376, -0.90857], [-0.24862, -4.24552, 0.26027], [-0.29537, -1.38718, 0.84996], [0.81803, -4.71552, -3.71022], [-1.31990, -4.44259, 0.19477], [-8.71293, -4.49638, -3.43432], [-1.80769, 0.10703, -0.83284], [2.96970, 5.81338, 2.88747], [-8.37202, -4.02282, -2.50868], [6.17643, 6.96111, 0.62539], [-5.69838, -2.01449, -1.76424], [-7.24884, -1.95094, -0.94473], [4.47057, 8.54659, 1.34947], [2.83850, -1.02259, 1.13162], [3.84959, 7.64969, 3.57754], [2.08909, 0.83554, 0.34995], [0.17624, -3.06493, -0.62166], [-9.48023, -5.84225, -1.10052], [-5.77151, -2.05091, 0.00388], [2.47435, 5.41364, 1.99801], [4.10597, 2.42098, 1.52118], [5.98662, 9.10714, 3.01358], [-1.13232, -1.30432, -3.12227], [4.87458, 1.29211, 0.84564], [3.37976, -2.68461, -0.17111], [-1.10976, -1.16689, -1.01553], [3.17150, 2.07272, 1.96671], [-2.96133, -2.49715, -2.27416], [-8.39306, -2.94619, -2.69949], [-6.32300, -3.92604, -0.95153], [0.29166, -5.14538, -0.02328], [3.19636, -0.58864, 2.06774], [4.76240, -0.09581, -0.79651], [7.34664, 6.37251, 2.70868], [1.25845, -2.92758, -0.50603], [5.59612, 6.71253, 1.51965], [-1.27857, -1.96002, -2.26623], [2.77724, 0.04333, 0.03851], [-6.88768, -5.56284, -2.21929], [4.12796, 0.66179, -0.32949], [3.66862, -2.99053, 1.54722], [3.36194, 7.27045, 2.67525]],
  "e_homo_ha": -0.44833,
  "charge": 1,
  "lumo_energy_ev": -4.09
}



Entry 4:
{
  "formula": "C24H55F4NO13S",
  "method": "ωB97M-V with the def2-TZVPD basis set",
  "elements": ["H", "H", "N", "C", "H", "C", "H", "C", "H", "H", "O", "C", "O", "C", "H", "C", "H", "H", "O", "H", "O", "H", "H", "H", "H", "C", "O", "C", "C", "C", "H", "H", "C", "H", "H", "H", "H", "F", "H", "H", "H", "H", "H", "H", "C", "O", "H", "H", "H", "C", "O", "H", "C", "H", "O", "H", "H", "C", "H", "H", "H", "H", "H", "H", "H", "O", "H", "F", "H", "C", "C", "H", "H", "O", "S", "H", "H", "C", "F", "H", "C", "C", "C", "C", "H", "H", "O", "O", "H", "H", "C", "H", "H", "C", "H", "F", "O", "H"],
  "coordinates": [[-1.93886, 3.19600, -2.72843], [-5.59544, 0.81481, 10.17161], [-0.50593, -2.35668, 1.16401], [-1.25153, 0.70070, 0.29958], [3.90617, -3.70184, -4.56127], [-1.55178, -1.43442, 3.89719], [-1.46682, -2.04205, 1.31778], [-2.45772, -2.19149, -1.65717], [-0.37846, 5.94568, 0.82100], [2.63020, -0.63980, -6.11065], [-2.28718, -1.56791, 7.00261], [-0.74588, 2.89140, -0.89022], [-0.90606, -6.22289, -0.97740], [1.59533, -5.35420, -5.63198], [-0.65925, 8.13788, 1.46242], [-0.55730, -3.21684, -0.00451], [1.86988, 7.19260, -0.54952], [-1.40390, -3.95584, 0.21495], [-0.95901, 4.01827, -4.95335], [3.75254, -1.60387, -5.10403], [-5.18192, 0.89564, 9.30510], [2.65609, 4.35507, 2.60361], [6.73631, -3.93394, -4.65671], [5.60812, -5.14396, -3.99810], [-1.32941, 2.01764, -5.21023], [0.04914, 7.46460, 1.95273], [-0.36425, 6.11763, 1.77097], [0.10171, -1.74829, -2.22446], [-0.12291, -3.08158, 2.39441], [-0.51039, 1.98210, 0.22185], [-3.18900, 0.92134, -2.62638], [-0.31401, 4.66528, -5.25869], [-2.20526, 0.26598, -0.70820], [0.62440, -1.33548, 3.62858], [4.36589, -0.24186, -6.06917], [1.93773, -5.18758, -6.65224], [0.39008, 2.47284, -5.22522], [0.78643, -2.57484, -3.12117], [-4.93510, 2.34715, 7.87916], [-6.46593, 2.43035, 8.78148], [-2.65454, -1.91601, -2.73130], [-3.72635, -2.26495, 8.31654], [0.01489, -2.80887, 4.56599], [0.50779, -5.25053, -5.59432], [1.21226, -1.08889, -1.30839], [2.12968, 2.42289, 2.17034], [0.23501, 2.24374, 1.01738], [3.88028, 3.42278, 1.70873], [-4.93577, 2.93366, 9.55863], [-0.97501, -2.64764, -1.40613], [1.33233, 5.26215, -0.98364], [-3.09781, -3.10844, -1.48283], [3.12911, 3.37938, 2.50191], [2.81347, 5.93749, 0.28859], [2.20033, -4.38825, -4.78596], [0.07404, 7.68371, 3.01924], [-0.18359, 3.85354, -0.92822], [-3.01152, -1.07361, -0.69032], [1.88092, -4.55634, -3.88874], [5.76709, -3.54184, -3.21585], [-1.58050, -1.82937, 7.60306], [1.04868, 7.60443, 1.53318], [-1.03283, 0.07280, 1.19161], [0.96135, -3.37062, 2.27224], [-3.26276, -0.54986, 8.51599], [1.07255, -5.46885, -2.18704], [-1.50197, -0.31137, 3.78714], [2.36938, -1.85493, -1.34499], [-1.96819, -1.64760, 4.91467], [-2.45182, 1.20897, -1.83315], [3.52441, -0.60572, -5.48097], [3.60420, 3.10843, 3.44787], [-3.20667, -1.43786, 0.36184], [-0.92254, -3.88660, -2.22325], [-0.12157, -5.10627, -1.43733], [2.56814, 1.56858, 2.08528], [-4.03941, -0.80809, -1.08160], [-0.61329, 2.76832, -5.54135], [1.56356, 0.12940, -1.92788], [-4.26989, -1.04658, 7.13952], [-1.74051, 2.47992, -1.89670], [-3.45303, -1.34452, 7.79401], [2.33738, 6.21525, -0.65528], [-0.15306, -2.14157, 3.67216], [-0.65088, 2.84688, -6.63091], [2.56206, -0.05339, -3.88322], [0.53772, -4.14466, -0.23018], [4.75486, -3.56267, -5.01618], [1.88340, -6.35934, -5.31425], [-0.71927, -4.01380, 2.60156], [-5.39444, 2.23019, 8.85933], [1.76644, 4.40460, -1.07200], [-2.35207, -1.76042, 3.16146], [5.77129, -4.07576, -4.17072], [3.08324, 6.25670, -1.45244], [-0.48924, -0.77641, -2.99704], [3.30865, 0.28650, -4.38926], [0.88728, -0.81622, -0.27675]],
  "e_homo_ha": -0.32673,
  "charge": 0,
  "lumo_energy_ev": 0.34
}



no.,energy (eV)
1,-219740.643
2,-122296.174
3,-50564.670
4,-75585.137